Entry 1:
{"formula": "C5H12N2", "method": "the ωB97M-V functional and the def2-TZVPD basis", "total_energy_ha": -307.134553, "e_homo_ev": -8.80, "de_lowest_ev": 2.579, "orbital_gap_ev": 9.849, "smiles": "C=CCCNCN", "symbols": ["C", "C", "C", "C", "N", "C", "N", "H", "H", "H", "H", "H", "H", "H", "H", "H", "H", "H", "H"], "positions_angstrom": [[2.286736, 2.709355, 0.220635], [1.891425, 1.427679, -0.041163], [1.256486, 0.510475, 0.966684], [-0.160132, -0.135387, 0.670336], [-0.364408, -0.624584, -0.703929], [-1.308957, -1.798237, -0.794098], [-2.679956, -1.737424, -0.256461], [2.679659, 3.169381, -0.629579], [1.880687, 3.251756, 1.048634], [1.814339, 1.057574, -1.115811], [1.229345, 1.027170, 1.972172], [1.977686, -0.324152, 0.970345], [-0.915565, 0.742629, 0.890855], [-0.289231, -0.897390, 1.398458], [-0.667841, 0.052636, -1.426789], [-0.929874, -2.716564, -0.252062], [-1.209718, -2.026733, -1.937741], [-3.380272, -1.078199, -0.524988], [-3.110409, -2.609983, -0.455507]], "forces_ev_per_angstrom": [[-1.7, -3.1, -0.9], [-1.3, 1.4, -0.5], [0.0, -0.4, 0.0], [-0.4, 4.2, -0.9], [-1.4, -1.6, 0.6], [1.1, -0.3, -1.9], [0.7, 0.2, 0.5], [0.7, 1.4, -0.8], [0.6, 0.1, 0.7], [1.0, 0.3, 1.5], [0.0, -0.8, -1.0], [-0.2, 0.0, 0.6], [1.1, -1.7, -0.1], [-0.4, -0.8, 0.3], [0.4, -0.3, 1.2], [0.3, 1.2, -0.6], [-0.6, 0.1, 1.8], [0.3, 1.1, -0.7], [-0.2, -1.0, 0.1]]}

Entry 2:
{"formula": "C4H7O3", "method": "the ωB97M-V functional and the def2-TZVPD basis", "total_energy_ha": -382.236264, "e_homo_ev": -2.58, "de_lowest_ev": 4.692, "orbital_gap_ev": 6.059, "total_charge": -1, "symbols": ["O", "C", "O", "C", "C", "C", "O", "H", "H", "H", "H", "H", "H", "H"], "positions_angstrom": [[1.484293, 1.499714, 0.498428], [0.553949, 0.628246, 1.018189], [0.684699, -0.240041, 1.874160], [-0.773649, 0.604281, 0.215238], [-0.759787, -0.756178, -0.588387], [0.574878, -0.925976, -1.335934], [-1.837142, -0.805439, -1.419372], [-0.738929, 1.515981, -0.391116], [-1.644765, 0.720523, 0.853416], [-0.927255, -1.442767, 0.246015], [1.391120, -1.215400, -0.665975], [0.548549, -1.493241, -2.264522], [0.883342, 0.078551, -1.653666], [0.831032, 1.789796, 1.409369]], "forces_ev_per_angstrom": [[-1.2, 0.6, 3.6], [-3.7, -5.2, -1.8], [1.5, 1.2, 0.0], [1.7, 1.7, 0.5], [-2.4, 0.0, -1.4], [0.7, 1.2, 0.5], [0.7, 0.3, 0.2], [-0.2, -0.4, -0.6], [-0.1, -0.6, 0.1], [0.7, -0.7, 0.3], [0.0, -0.5, -0.1], [-0.4, -0.5, 0.4], [-0.1, 0.1, -0.2], [2.8, 2.9, -1.6]]}

Entry 3:
{"formula": "C3H8N2O2", "method": "the ωB97M-V functional and the def2-TZVPD basis", "total_energy_ha": -378.989475, "e_homo_ev": -8.87, "de_lowest_ev": 4.123, "orbital_gap_ev": 8.784, "smiles": "C[C@](N)(O)CN=O", "symbols": ["C", "C", "N", "O", "C", "N", "O", "H", "H", "H", "H", "H", "H", "H", "H"], "positions_angstrom": [[0.428580, -1.486376, 0.365155], [0.333175, -0.061668, -0.143366], [-0.076814, 0.015844, -1.491437], [1.815466, 0.582981, -0.017434], [-0.258359, 0.934931, 0.799446], [-1.886306, 0.572603, 0.899005], [-2.579093, 1.323320, 0.245348], [-0.336590, -2.144354, -0.056682], [1.412064, -1.907307, 0.137935], [0.329313, -1.569303, 1.452778], [-0.330875, 0.955120, -1.782317], [-0.810173, -0.644271, -1.732567], [2.100057, 0.618497, -0.945907], [-0.237469, 1.967061, 0.446081], [0.097025, 0.842923, 1.823963]], "forces_ev_per_angstrom": [[0.1, -0.5, 0.3], [3.2, 1.3, 0.8], [-0.1, 0.0, -0.3], [-1.9, -1.3, -1.0], [-3.8, 0.0, 0.4], [0.7, 1.4, -1.0], [1.5, -1.2, 1.1], [0.0, 0.2, -0.1], [-0.2, 0.2, -0.2], [0.0, 0.3, -0.2], [-0.1, -0.2, 0.1], [0.3, 0.2, 0.1], [0.0, -0.1, 0.3], [0.2, -0.2, -0.1], [0.1, -0.1, -0.2]]}

Entry 4:
{"formula": "C5H8N2S", "method": "the ωB97M-V functional and the def2-TZVPD basis", "total_energy_ha": -702.906113, "e_homo_ev": -7.84, "de_lowest_ev": 3.372, "orbital_gap_ev": 8.672, "smiles": "[H]/N=C/N1C=C(C)CS1", "symbols": ["H", "N", "C", "N", "C", "C", "C", "C", "S", "H", "H", "H", "H", "H", "H", "H"], "positions_angstrom": [[-3.735896, -1.331660, -0.313592], [-2.767714, -1.290392, 0.096872], [-2.305369, -0.074764, -0.043362], [-0.848383, 0.027077, 0.230796], [0.135114, -0.900145, -0.057995], [1.364019, -0.568757, -0.197542], [2.622778, -1.361405, -0.071027], [1.578589, 0.925723, 0.228242], [-0.113415, 1.589909, -0.123744], [-2.802304, 0.844470, -0.244967], [-0.208144, -1.957221, 0.235830], [2.553247, -2.420512, -0.575994], [3.547537, -0.878301, -0.624536], [2.926405, -1.456331, 1.111517], [2.519915, 1.317423, -0.331366], [1.955764, 1.162883, 1.279442]], "forces_ev_per_angstrom": [[0.9, 0.2, 1.0], [-0.7, 2.7, -1.7], [3.0, -4.5, 1.3], [-1.6, 2.3, -0.8], [-4.1, -4.7, 1.7], [3.9, 2.9, 1.7], [2.1, -1.8, 0.2], [1.4, 0.3, -0.9], [0.8, 0.5, 0.2], [-0.3, 0.7, -0.3], [0.5, 1.4, -1.3], [0.0, 1.9, 1.3], [-1.9, -0.7, 1.2], [-0.7, 0.1, -3.0], [-2.2, 0.0, 0.0], [-1.1, -1.0, -0.8]]}

Entry 5:
{"formula": "C32H30As2CuNO3S", "method": "the ωB97M-V functional and the def2-TZVPD basis", "total_energy_ha": -8028.033137, "e_homo_ev": -7.46, "orbital_gap_ev": 6.717, "symbols": ["Cu", "C", "C", "As", "C", "C", "C", "C", "C", "C", "C", "C", "C", "C", "C", "C", "As", "C", "C", "C", "C", "C", "C", "C", "C", "C", "C", "C", "C", "H", "H", "H", "H", "H", "H", "H", "H", "H", "H", "H", "H", "H", "H", "H", "H", "H", "H", "H", "H", "H", "H", "H", "H", "N", "C", "C", "C", "C", "C", "C", "S", "O", "O", "O", "H", "H", "H", "H", "H", "H"], "positions_angstrom": [[-1.259639, -1.018008, 0.068933], [-0.604632, 1.750872, 2.028281], [0.066196, 2.093536, 0.699287], [2.062162, 2.100017, 0.571946], [2.526483, 0.267448, 1.102388], [3.478739, 0.000999, 2.081241], [4.052896, -1.252865, 2.198980], [3.695947, -2.261081, 1.320778], [2.733732, -2.019013, 0.352448], [2.164398, -0.763230, 0.238749], [2.519950, 3.106265, 2.201573], [3.107924, 4.344248, 1.949055], [3.495368, 5.178406, 2.980492], [3.295151, 4.787492, 4.293198], [2.728048, 3.553074, 4.565005], [2.350699, 2.715765, 3.526295], [-1.052087, -0.150750, 2.174526], [-2.315002, -0.235157, 3.651133], [-2.721954, -1.517442, 4.013331], [-3.528861, -1.713755, 5.116823], [-3.942348, -0.623889, 5.868220], [-3.550849, 0.654792, 5.509687], [-2.731652, 0.851363, 4.407703], [0.329075, -1.114645, 3.141295], [0.790828, -0.648736, 4.364609], [1.689236, -1.394984, 5.103911], [2.103627, -2.632056, 4.637100], [1.623887, -3.118688, 3.433602], [0.733771, -2.363625, 2.689108], [-1.569892, 2.278849, 2.076110], [-0.012948, 2.095455, 2.883494], [-0.211245, 3.114234, 0.404521], [-0.305028, 1.431558, -0.100688], [3.800144, 0.796492, 2.740294], [4.803794, -1.430208, 2.957165], [4.183190, -3.223196, 1.379845], [2.459683, -2.812616, -0.327014], [1.456370, -0.537220, -0.554050], [3.257853, 4.641165, 0.915706], [3.960488, 6.126768, 2.756028], [3.593795, 5.438733, 5.101009], [2.591196, 3.240630, 5.591392], [1.940009, 1.741317, 3.762348], [-2.386219, -2.363761, 3.416584], [-3.831010, -2.712614, 5.395878], [-4.566600, -0.773774, 6.734997], [-3.875366, 1.503843, 6.093613], [-2.427967, 1.858885, 4.145614], [0.414267, 0.294887, 4.748805], [2.049992, -1.022257, 6.051603], [2.790139, -3.224129, 5.223879], [1.939076, -4.090319, 3.080819], [0.342878, -2.740404, 1.745087], [-0.840236, -1.614205, -1.767943], [-1.130589, -0.626357, -2.819143], [-0.568273, -0.776641, -4.078705], [-0.891511, 0.133205, -5.072380], [-1.743155, 1.185803, -4.802802], [-2.288201, 1.338375, -3.543393], [-1.985004, 0.430195, -2.541923], [-2.482754, 2.165626, -6.160524], [-1.706212, 1.812456, -7.335015], [-2.392259, 3.553121, -5.740200], [-3.822954, 1.590948, -6.106347], [0.144935, -1.876360, -1.845451], [-1.379783, -2.459865, -1.969694], [0.099878, -1.606368, -4.282960], [-0.501382, 0.048490, -6.073739], [-2.956204, 2.168488, -3.382393], [-2.429306, 0.508979, -1.549311]], "forces_ev_per_angstrom": [[0.1, 0.0, -0.2], [-0.1, 0.2, 0.1], [0.2, 0.0, -0.1], [-0.2, 0.0, 0.3], [0.2, 0.1, -0.2], [-0.1, 0.3, 0.1], [0.1, 0.0, -0.1], [0.1, 0.0, -0.1], [0.2, -0.1, -0.1], [-0.1, 0.2, -0.1], [0.0, 0.0, -0.3], [-0.1, -0.1, -0.3], [0.0, 0.1, 0.1], [0.1, 0.1, 0.0], [0.0, 0.0, 0.0], [-0.1, -0.2, 0.1], [0.1, 0.2, 0.7], [-0.2, -0.1, -0.2], [0.1, -0.1, -0.3], [0.0, 0.0, 0.0], [0.0, 0.1, 0.0], [0.0, 0.0, 0.1], [0.1, 0.2, -0.3], [0.0, -0.1, -0.1], [-0.1, 0.3, 0.0], [-0.1, 0.1, 0.1], [0.0, -0.1, 0.0], [-0.1, -0.1, 0.2], [-0.3, 0.2, -0.2], [0.1, -0.3, 0.1], [-0.2, -0.2, -0.1], [0.1, -0.2, 0.0], [0.2, 0.3, 0.0], [0.1, 0.0, 0.0], [0.0, 0.0, 0.0], [0.0, -0.1, 0.0], [-0.1, -0.1, -0.1], [0.0, -0.1, -0.1], [0.1, 0.1, 0.1], [0.0, 0.1, 0.0], [0.0, 0.0, 0.1], [0.0, 0.0, 0.0], [0.0, 0.0, 0.0], [-0.1, 0.0, 0.2], [0.0, -0.1, 0.0], [-0.1, 0.0, 0.1], [0.0, 0.1, 0.0], [0.0, 0.0, 0.0], [0.1, 0.0, 0.0], [0.0, 0.0, 0.1], [0.1, 0.0, 0.0], [0.0, 0.0, 0.0], [0.1, 0.0, 0.1], [-0.1, -0.3, -0.1], [0.1, 0.0, -0.1], [0.0, 0.0, 0.2], [0.2, 0.1, 0.0], [-0.4, 0.2, -0.6], [0.1, 0.0, 0.3], [0.1, -0.1, 0.1], [0.0, -0.3, 0.3], [0.0, 0.0, 0.2], [0.0, -0.2, 0.0], [0.2, 0.3, -0.2], [-0.3, -0.1, 0.1], [0.2, 0.1, 0.0], [0.0, 0.0, 0.0], [0.1, -0.1, -0.1], [-0.2, 0.1, 0.1], [0.0, 0.1, -0.1]]}

Entry 6:
{"formula": "C36H30BIrN9OPSe", "method": "the ωB97M-V functional and the def2-TZVPD basis", "total_energy_ha": -4829.630836, "e_homo_ev": [-8.78, -11.55], "de_lowest_ev": 0.665, "orbital_gap_ev": [5.986, 6.108], "total_charge": 1, "multiplicity": 6, "symbols": ["Ir", "C", "C", "N", "N", "C", "B", "N", "C", "C", "C", "N", "N", "C", "C", "C", "N", "N", "C", "C", "C", "N", "H", "H", "H", "H", "H", "H", "H", "H", "H", "H", "H", "H", "O", "C", "C", "C", "C", "C", "C", "C", "P", "C", "C", "C", "C", "C", "C", "C", "C", "C", "C", "C", "C", "H", "H", "H", "H", "H", "H", "H", "H", "H", "H", "H", "H", "H", "H", "Se", "C", "C", "C", "N", "C", "C", "H", "H", "H", "H"], "positions_angstrom": [[0.525325, 0.844576, -0.481309], [1.527113, 2.359671, -4.420213], [1.921080, 1.971155, -3.143564], [1.057367, 1.088498, -2.646087], [0.099021, 0.893806, -3.578573], [0.356975, 1.663455, -4.648143], [-1.089899, -0.011267, -3.202485], [-0.503221, -1.228951, -2.436276], [-0.409937, -2.488358, -2.887980], [0.284370, -3.242484, -1.961260], [0.591594, -2.347000, -0.941765], [0.106994, -1.142776, -1.241808], [-2.024143, 0.822177, -2.283589], [-3.191879, 1.403240, -2.600124], [-3.648228, 2.096694, -1.495862], [-2.678848, 1.881510, -0.519265], [-1.706002, 1.115949, -1.006906], [-1.888092, -0.557522, -4.369630], [-1.783599, -0.492620, -5.724665], [-2.842474, -1.174165, -6.261529], [-3.551675, -1.655169, -5.141623], [-2.978704, -1.279432, -4.015475], [2.025023, 3.045773, -5.081898], [2.776641, 2.286407, -2.568849], [-0.302390, 1.687503, -5.498550], [-0.835293, -2.789436, -3.830093], [0.529369, -4.287889, -2.022276], [1.129523, -2.511482, -0.021905], [-3.626142, 1.308467, -3.579994], [-4.557854, 2.664763, -1.416295], [-2.632684, 2.257069, 0.489233], [-0.961918, 0.006778, -6.210656], [-3.063716, -1.331634, -7.303195], [-4.452842, -2.245702, -5.111641], [0.475415, 3.359135, -1.094052], [0.356335, 2.960685, 0.058550], [0.002114, 3.344202, 1.338344], [-0.169801, 4.728788, 1.663100], [-0.331254, 5.095711, 2.970848], [-0.351306, 4.143370, 4.005783], [-0.244915, 2.795990, 3.703355], [-0.095073, 2.383484, 2.386896], [0.043367, 0.677834, 1.849911], [1.188561, -0.048262, 3.055620], [0.889219, -1.142851, 3.857777], [1.818134, -1.578588, 4.794600], [3.035739, -0.928870, 4.932592], [3.345950, 0.152575, 4.115570], [2.428083, 0.587443, 3.175843], [-1.542028, -0.159675, 2.102615], [-1.675458, -1.468550, 1.637706], [-2.883675, -2.131089, 1.762500], [-3.968206, -1.490023, 2.347363], [-3.839402, -0.188881, 2.809720], [-2.630231, 0.479076, 2.686978], [-0.148513, 5.459817, 0.865976], [-0.446197, 6.144103, 3.215465], [-0.454934, 4.458515, 5.034524], [-0.297487, 2.052745, 4.491102], [-0.063312, -1.649252, 3.768139], [1.587456, -2.429525, 5.422104], [3.741580, -1.252037, 5.686176], [4.296664, 0.660509, 4.209106], [2.654387, 1.436977, 2.539477], [-0.831270, -1.961098, 1.170283], [-2.985901, -3.143566, 1.394328], [-4.913040, -2.007405, 2.446340], [-4.686016, 0.310055, 3.262520], [-2.529025, 1.495472, 3.047850], [3.255930, -0.090161, -0.186883], [3.758375, -1.872083, 0.293853], [3.318903, -2.438830, 1.484414], [3.775683, -3.709955, 1.808139], [4.591530, -4.405236, 1.027300], [4.985966, -3.870070, -0.121368], [4.602643, -2.601229, -0.535042], [2.655680, -1.907816, 2.152580], [3.470388, -4.190397, 2.730884], [5.649531, -4.472942, -0.729961], [4.958518, -2.199719, -1.474694]], "forces_ev_per_angstrom": [[-0.6, -0.5, -0.2], [0.1, 0.0, 0.1], [0.0, -0.1, -0.2], [0.0, 0.2, 0.5], [0.1, 0.1, -0.3], [0.0, 0.0, 0.1], [-0.3, 0.0, 0.0], [-0.1, -0.1, -0.1], [0.1, -0.1, 0.0], [0.0, 0.1, 0.1], [-0.1, -0.2, 0.0], [0.3, 0.4, 0.5], [-0.3, -0.2, -0.2], [0.1, 0.1, 0.1], [0.0, 0.0, 0.0], [-0.1, 0.1, -0.1], [0.6, -0.3, -0.1], [0.0, 0.3, 0.1], [0.1, 0.1, 0.0], [0.0, -0.2, 0.0], [0.1, 0.1, 0.0], [-0.2, -0.1, 0.1], [0.0, 0.0, 0.0], [0.0, 0.0, 0.0], [0.1, 0.0, 0.1], [-0.1, 0.1, 0.0], [0.0, 0.0, 0.0], [0.0, 0.0, 0.0], [0.0, -0.1, 0.0], [0.0, 0.0, 0.0], [0.0, 0.0, 0.0], [-0.1, -0.1, 0.0], [0.0, 0.0, 0.0], [0.0, 0.0, 0.0], [-0.1, 0.5, -0.1], [0.2, -0.8, 0.2], [0.0, 0.5, 0.4], [0.0, -0.2, -0.1], [0.0, 0.1, 0.0], [0.0, -0.1, 0.1], [-0.1, 0.0, 0.0], [0.1, -0.1, -0.4], [-0.3, 0.4, -0.2], [0.2, 0.0, -0.3], [-0.1, 0.0, 0.0], [0.1, -0.1, 0.1], [0.0, 0.0, 0.0], [0.0, 0.0, -0.1], [-0.1, -0.1, 0.0], [0.1, 0.0, -0.1], [0.0, 0.1, 0.0], [0.0, -0.1, 0.0], [0.0, 0.0, 0.0], [-0.1, 0.0, 0.0], [0.1, 0.1, 0.1], [0.0, 0.0, 0.0], [0.0, 0.0, 0.0], [0.0, 0.0, 0.0], [0.1, 0.0, 0.0], [0.0, 0.0, 0.0], [0.0, 0.0, 0.0], [0.0, -0.1, 0.0], [0.0, 0.0, 0.0], [0.0, 0.0, 0.1], [-0.1, 0.0, 0.0], [0.0, 0.0, 0.0], [0.0, 0.0, 0.0], [0.0, 0.0, 0.0], [0.0, 0.0, 0.0], [0.2, -0.3, -0.1], [0.0, 0.2, 0.0], [0.0, 0.0, 0.1], [0.0, 0.2, -0.1], [0.1, -0.4, 0.0], [-0.1, 0.1, 0.1], [0.1, 0.1, -0.1], [0.0, 0.0, 0.0], [0.0, 0.1, 0.0], [0.0, 0.0, 0.0], [0.0, 0.0, 0.0]]}